Entry from the Open Molecules 2025 dataset: a 2-piece molecular cluster, C28H65BN5O2PS2Si2 overall in a non-equilibrium geometry (ωB97M-V/def2-TZVPD).

```
106
C28H65BN5O2PS2Si2 | the Open Molecules 2025 dataset | ωB97M-V/def2-TZVPD
C 3.83229 -6.12219 -2.32829
C 4.60399 -5.20422 -3.27258
C 5.06850 -3.90480 -2.59065
C 4.06542 -2.75521 -2.77034
C 4.01495 -2.34813 -4.25506
C 4.36335 -1.49688 -1.90793
C 5.58878 -0.73837 -2.45625
B 6.32376 0.14131 -1.36084
O 7.20930 -0.47627 -0.50216
O 6.07834 1.49479 -1.25673
N 4.70750 -1.96191 -0.50825
C 3.70421 -2.36423 0.26557
N 3.63410 -3.60197 0.85463
N 2.68005 -1.50967 0.46833
C 2.82878 -0.22829 -0.27822
P 1.38549 0.95043 -0.10165
C 1.86060 2.05676 1.28256
C 1.87420 1.56585 2.73321
C -0.10909 0.01939 0.39562
C -0.14747 -0.94841 1.58331
C 3.14659 -0.50715 -1.76156
C 1.82807 -0.88588 -2.49072
C 1.21381 0.26487 -3.32132
C -0.29775 0.38159 -3.08600
S -1.15786 0.86895 -4.60420
C -2.84736 0.82279 -4.14515
S -3.94563 1.35031 -5.22893
N -3.11370 0.34018 -2.85673
C -4.21744 1.00093 -2.14684
C -3.89722 2.45519 -1.84734
C -3.17270 -1.13540 -2.82710
C -4.55713 -1.74046 -3.09097
H 2.82471 -5.74706 -2.13380
H 4.35639 -6.24336 -1.37786
H 3.71830 -7.11802 -2.75639
H 5.46707 -5.73165 -3.67949
H 3.96956 -4.96931 -4.12860
H 6.05929 -3.61560 -2.94807
H 5.17131 -4.15078 -1.53046
H 3.08156 -3.13486 -2.47496
H 3.64188 -1.33643 -4.40489
H 3.33197 -3.00059 -4.79924
H 4.99610 -2.44764 -4.71768
H 6.31734 -1.43767 -2.87580
H 5.24778 -0.08102 -3.25358
H 7.08017 -0.23153 0.41975
H 6.74800 2.09166 -1.60018
H 5.50834 -2.58314 -0.49716
H 2.84615 -4.18035 0.61777
H 4.29545 -3.94462 1.52975
H 2.64766 -1.34132 1.47289
H 3.66532 0.30141 0.20193
H 1.16136 2.89019 1.18167
H 2.83901 2.45253 0.99462
H 2.47471 2.23090 3.35374
H 2.29947 0.56170 2.82468
H 0.86873 1.54864 3.15255
H -0.81535 0.83583 0.59135
H -0.50617 -0.48220 -0.48832
H 0.17092 -1.95094 1.28827
H 0.48050 -0.64552 2.41758
H -1.17988 -1.05060 1.91639
H 3.47267 0.45891 -2.14485
H 1.94583 -1.72818 -3.16210
H 1.10621 -1.21135 -1.73820
H 1.66551 1.21063 -3.02639
H 1.41232 0.08094 -4.38047
H -0.71561 -0.56188 -2.74371
H -0.48816 1.14437 -2.33437
H -5.15827 0.92499 -2.69752
H -4.32202 0.46831 -1.19885
H -4.66795 2.88108 -1.20669
H -2.93456 2.53492 -1.33961
H -3.84541 3.04682 -2.76164
H -2.47501 -1.50703 -3.57941
H -2.78938 -1.46929 -1.85729
H -4.45151 -2.65411 -3.67670
H -5.18392 -1.06451 -3.66986
H -5.06265 -2.00818 -2.16500
C -7.15996 3.12363 6.11939
Si -5.77273 3.33772 4.84944
C -5.27278 5.17194 4.94181
C -6.60249 3.12317 3.14626
N -4.54412 2.26356 5.15937
Si -3.11914 2.01754 4.37440
C -1.92660 3.50589 4.33403
C -3.29942 1.46076 2.55515
C -2.13383 0.61626 5.20226
H -7.99162 3.81493 5.94731
H -7.55339 2.10485 6.07863
H -6.77587 3.30124 7.12692
H -6.14680 5.83205 4.93713
H -4.64181 5.46109 4.09580
H -4.71431 5.35810 5.86267
H -6.84471 2.06974 2.98226
H -5.94590 3.45414 2.33533
H -7.53100 3.69911 3.07045
H -2.29329 4.29389 3.67013
H -0.92210 3.22812 3.98554
H -1.82768 3.92256 5.33874
H -4.01768 0.64083 2.47905
H -2.33480 1.11187 2.15847
H -3.64072 2.28171 1.91762
H -2.71660 -0.30830 5.19051
H -1.91831 0.87495 6.24150
H -1.17677 0.41974 4.69866
```

As for the molar mass: 665.95 g mol⁻¹. Its LUMO energy is -2.0 eV. Its total charge is 0. The highest occupied orbital energy comes out at -5.4 eV. As for the HOMO-LUMO gap: 3.3794 eV.

Entry from the Open Molecules 2025 dataset: C15H25ClINO2PTi as an isolated structure in a non-equilibrium geometry (ωB97M-V/def2-TZVPD).

```
47
C15H25ClINO2PTi | the Open Molecules 2025 dataset | ωB97M-V/def2-TZVPD
C -2.79615 1.19639 -4.75082
C -2.47966 0.06351 -3.92638
H -3.68710 0.98122 -5.38010
H -1.90651 1.41829 -5.37426
H -2.98317 2.05918 -4.08578
O -2.62161 -1.04652 -3.56865
I 0.45661 3.54333 -1.84572
Ti 0.17983 1.19829 -1.08255
P 1.59274 -0.54606 -2.29368
C 1.51738 -2.29393 -1.78963
C 1.22868 -0.57967 -4.06136
H 3.65193 0.77101 -2.39549
H 3.87138 -0.88459 -3.04849
H 3.81838 -0.61543 -1.27777
C 3.41121 -0.28868 -2.24521
H 1.09323 0.44744 -4.42442
H 2.08002 -1.03762 -4.58768
H 2.26072 -2.88049 -2.35844
H 0.51843 -2.71597 -1.96005
H 0.31716 -1.15762 -4.25569
H 1.75779 -2.37911 -0.71773
C -1.09236 -0.60932 -1.39257
O -1.60571 -1.59652 -1.04088
Cl 2.06758 1.37384 0.20954
C 1.15752 -1.99454 3.50582
N 0.53247 -0.65327 3.69670
C 1.09667 0.01300 4.90517
C 0.62165 0.22477 2.44383
C -0.67654 0.88221 2.07789
C -1.55188 1.28949 3.09820
C -2.86787 1.67731 2.79621
C -3.27899 1.70818 1.46769
C -2.37388 1.41615 0.43439
C -1.05810 1.05503 0.73636
H 2.21960 -1.86977 3.25835
H 0.63457 -2.50433 2.69057
H 1.04595 -2.55381 4.43600
H -0.47004 -0.82292 3.87452
H 2.14942 0.25883 4.70866
H 0.53411 0.92922 5.11035
H 1.01229 -0.68079 5.74370
H 1.42611 0.94197 2.65581
H 0.99366 -0.43743 1.65328
H -1.23493 1.29240 4.14569
H -3.55022 1.94320 3.59814
H -4.31145 1.97638 1.22642
H -2.70091 1.48777 -0.60997
```

As for the molar mass: 492.57 g mol⁻¹. As for the spin multiplicity: 2. Its LUMO energy (alpha / beta) is -7.8 / -7.5 eV. Its energy relative to the best compared isomer or geometry (same formula, charge and spin) is 17.8 kJ/mol. Its total charge is +2. The highest occupied orbital energy (alpha / beta) comes out at -12.8 / -14.8 eV. As for the HOMO-LUMO gap (alpha / beta): 5.0414 / 7.3525 eV. The expectation value of S² is 0.7558.

Entry from the Open Molecules 2025 dataset: C29H39BrCl2LaN4Si as an isolated structure in a non-equilibrium geometry (ωB97M-V/def2-TZVPD).

```
77
C29H39BrCl2LaN4Si | the Open Molecules 2025 dataset | ωB97M-V/def2-TZVPD
La 0.68861 1.17770 1.31107
Cl -1.52646 2.61884 3.13961
C -0.95172 4.24266 2.76205
Cl 0.22627 4.13574 1.43251
H -0.45377 4.65783 3.63035
H -1.78626 4.84643 2.42937
C 1.74437 -0.61641 -0.05924
Si 0.64699 -1.06988 -1.49518
C -0.48249 0.43725 -1.89860
N 0.07548 1.74690 -1.47786
C 1.27780 2.09806 -2.26591
C 0.99993 2.41562 -3.73560
C -0.05729 3.51171 -3.86648
C -1.30993 3.13015 -3.07635
C -0.92722 2.82385 -1.62823
C -0.52703 -2.46980 -0.99748
C -1.89451 -2.45446 -1.27853
C -2.72052 -3.50493 -0.90039
C -2.19136 -4.59767 -0.22820
C -0.83265 -4.63615 0.05500
C -0.01444 -3.58304 -0.32770
C 1.59184 -1.64336 -3.02481
C 1.10087 -1.49658 -4.32331
C 1.79636 -1.99348 -5.41565
C 3.00059 -2.65553 -5.22841
C 3.50602 -2.81237 -3.94549
C 2.80905 -2.30714 -2.85862
H 2.72308 -0.26020 -0.40762
H 1.92420 -1.49449 0.57288
H -1.42333 0.30329 -1.35888
H -0.74140 0.44178 -2.96282
H 1.98902 1.27132 -2.19541
H 1.73625 2.97985 -1.80081
H 0.66895 1.51541 -4.25731
H 1.93563 2.72492 -4.20438
H -0.30354 3.67667 -4.91586
H 0.34125 4.45249 -3.47232
H -1.79891 2.27047 -3.53860
H -2.03016 3.95074 -3.08210
H -1.81136 2.55721 -1.04155
H -0.49797 3.73725 -1.20688
H -2.32691 -1.61532 -1.81438
H -3.77610 -3.47800 -1.14501
H -2.83039 -5.42376 0.05734
H -0.41093 -5.49161 0.56787
H 1.04742 -3.63128 -0.10775
H 0.15079 -0.99727 -4.48840
H 1.39572 -1.86520 -6.41353
H 3.54134 -3.05075 -6.07846
H 4.44690 -3.32580 -3.79192
H 3.21787 -2.42546 -1.86005
C -3.35070 -2.36301 2.74495
N -3.59700 -1.08246 2.07563
C -4.94652 -0.82796 1.57576
C -2.58367 -0.39355 1.64221
N -1.68311 0.21297 1.23137
H -4.05355 -2.46943 3.56959
H -2.33719 -2.38384 3.13783
H -3.47774 -3.19286 2.04706
H -5.64704 -0.87098 2.40839
H -5.22833 -1.57650 0.83317
H -4.99662 0.15956 1.12434
N 3.46644 -0.04834 2.46182
H 3.24576 -0.95604 2.85613
H 3.87140 0.49988 3.21327
H 4.19399 -0.20109 1.77028
Br 1.81457 1.79961 8.36354
C 1.60085 1.61985 6.47936
C 0.98470 0.49121 5.96819
C 0.80362 0.38098 4.59422
C 1.23119 1.36352 3.68999
C 1.88111 2.46727 4.26075
C 2.06064 2.61213 5.63302
H 0.65153 -0.29251 6.63725
H 0.30319 -0.52087 4.23345
H 2.27620 3.26400 3.62949
H 2.56031 3.48426 6.03693
```

As for the molar mass: 761.46 g mol⁻¹. Its LUMO energy is -2.8 eV. Its energy relative to the best compared isomer or geometry (same formula, charge and spin) is 80.5 kJ/mol. Its total charge is +1. The highest occupied orbital energy comes out at -10.4 eV. As for the HOMO-LUMO gap: 7.6217 eV.